[1]
The following is a quantum chemistry calculation of a molecular structure, C25H48F3N4O8PS3 at a distorted geometry, from the Open Molecules 2025 dataset.

XYZ file:
```
92
C25H48F3N4O8PS3 ωB97M-V/def2-TZVPD
C -0.3880 -5.9777 2.3263
C -1.8421 -5.7210 2.8058
O -2.8249 -5.9105 1.7734
C -3.2851 -4.7083 1.2610
O -4.4267 -4.5000 1.2445
C -2.2010 -3.7478 0.7653
C -2.7224 -2.6700 -0.2173
C -1.8438 -2.5650 -1.5034
C -0.5376 -1.7640 -1.3203
P 0.5054 -2.4360 -2.7664
O -0.3717 -2.4874 -3.9628
C 0.3805 -2.0114 -0.0689
C 1.4372 -0.9006 -0.3943
C 2.8274 -1.0784 0.1625
S 2.6345 -1.3744 1.9742
C 2.7590 0.2709 2.7886
C 1.7515 0.4646 3.9569
N 0.9224 0.0319 -1.1263
C 1.7458 1.1565 -1.5901
C 1.6113 2.4370 -0.7224
C 2.1348 3.6662 -1.5556
C 3.3285 4.3577 -0.8675
C 3.0228 4.8590 0.5617
N 1.8082 5.6755 0.6814
C -0.5301 -0.2173 -1.3864
C -0.9134 0.3984 -2.7858
C -2.4229 0.2881 -3.1319
C -2.6527 -0.3522 -4.5438
C -4.0208 0.0599 -5.1540
C -5.1552 0.2502 -4.1271
N -5.3838 -0.9449 -3.2750
C -1.4689 0.5722 -0.4183
C -1.0137 0.5852 1.0461
O -1.4943 -0.1420 1.7921
F -0.0975 1.4404 1.4979
H 0.2912 -5.1396 2.5497
H 0.0578 -6.8540 2.8183
H -0.3449 -6.1820 1.2471
H -1.9115 -4.7345 3.2847
H -2.0537 -6.4536 3.5949
H -1.7374 -3.2725 1.6423
H -1.4478 -4.3632 0.2495
H -3.7055 -3.0180 -0.5753
H -2.8936 -1.7065 0.2742
H -2.4219 -2.2583 -2.3789
H -1.5377 -3.6054 -1.7225
H 1.5700 -1.5553 -3.0935
H 0.9295 -3.7483 -2.4353
H 0.9263 -2.9532 -0.2348
H -0.1048 -1.8915 0.9004
H 3.4807 -0.2059 0.0630
H 3.2464 -1.9797 -0.3064
H 3.7671 0.3361 3.2022
H 2.5659 1.0444 2.0384
H 1.1439 1.3569 3.7655
H 2.3233 0.7063 4.8636
H 1.1164 -0.4062 4.1631
H 2.8121 0.9032 -1.6108
H 1.5141 1.4542 -2.6217
H 2.3078 2.3371 0.1203
H 0.5815 2.6612 -0.4375
H 2.4614 3.3739 -2.5703
H 1.2826 4.3418 -1.7229
H 3.5818 5.2479 -1.4745
H 4.2157 3.7079 -0.9308
H 3.8954 5.4555 0.8715
H 3.0245 3.9619 1.2298
H 1.2011 5.1942 1.3394
H 1.3130 5.7661 -0.1991
H -0.6959 1.4755 -2.6762
H -0.2651 0.0445 -3.5981
H -2.8694 1.2932 -3.1886
H -3.0173 -0.2849 -2.4132
H -1.8188 -0.0787 -5.2023
H -2.6785 -1.4378 -4.3870
H -4.3343 -0.7233 -5.8609
H -3.9042 0.9935 -5.7291
H -5.0323 1.1749 -3.5387
H -6.0774 0.4052 -4.7108
H -5.1548 -0.7350 -2.3054
H -6.3920 -1.0792 -3.2514
H -1.5791 1.6115 -0.7652
H -2.4828 0.1703 -0.4137
N 2.9290 3.6569 5.8195
S 3.1831 3.8470 4.2782
O 3.7029 2.7127 3.5635
O 3.6255 5.1301 3.8441
F 1.6574 3.8522 3.7711
S 4.2544 3.5302 6.6601
O 4.0221 3.0358 7.9764
O 5.2041 4.5863 6.5335
F 4.9997 2.2934 5.9704
```

Results
- highest occupied orbital energy (Ha) = -0.32821
- ΔE to the lowest compared entry with this formula, charge and spin (kcal per mole) = 39.9
- Kohn-Sham gap (eV) = 6.9
- F_max (eV Å⁻¹) = 4.407
- E_tot (eV) = -98987.6571
- total charge = 0

=====

[2]
The following is a quantum chemistry calculation of a molecular structure, C25H48OP4Tb at a distorted geometry, from the Open Molecules 2025 dataset.

XYZ file:
```
79
C25H48OP4Tb ωB97M-V/def2-TZVPD
Tb -0.7377 0.1256 -1.0193
P 1.3109 0.6532 0.8771
P -1.4624 2.5536 -1.7498
P 1.6333 -0.3754 -2.5878
H -2.0023 -3.3138 0.1390
C -1.0165 -3.6770 -0.1989
C 0.1108 -3.3989 0.4750
H 0.1031 -2.9126 1.4553
C 1.0146 0.8273 2.6719
C 1.9177 2.3440 0.4583
C 2.8375 -0.3520 0.9496
C -2.8151 2.3519 -2.9578
C -2.1138 3.6836 -0.4860
C -0.1510 3.4463 -2.6382
C 2.6490 -1.8990 -2.3639
C 3.0032 0.8592 -2.6103
C 1.4076 -0.4785 -4.4061
H -0.9784 -4.2012 -1.1614
H 1.0988 -3.4935 0.0109
H 0.7403 -0.1446 3.0950
H 0.2116 1.5397 2.8869
H 1.9317 1.1767 3.1627
H 1.0796 3.0544 0.5188
H 2.3246 2.3642 -0.5615
H 2.6997 2.6510 1.1661
H 2.5685 -1.3638 1.2760
H 3.5345 0.0820 1.6784
H 3.3303 -0.4125 -0.0243
H -3.1923 3.3424 -3.2505
H -3.6224 1.7626 -2.4911
H -2.4937 1.8272 -3.8678
H -2.7761 4.4330 -0.9423
H -1.2972 4.1721 0.0675
H -2.6894 3.1211 0.2662
H -0.5600 4.3562 -3.1010
H 0.2618 2.7825 -3.4171
H 0.6763 3.7023 -1.9576
H 3.0795 -2.1926 -3.3305
H 2.0231 -2.7197 -1.9945
H 3.4626 -1.7348 -1.6487
H 3.6674 0.6251 -3.4552
H 3.5869 0.8462 -1.6829
H 2.5875 1.8644 -2.7544
H 2.3886 -0.6168 -4.8895
H 0.9513 0.4493 -4.7699
H 0.7401 -1.3045 -4.6699
C -2.1342 -1.6143 -3.6462
C -2.9878 -0.8488 -4.4202
C -3.1807 -1.2306 -5.7576
C -2.5251 -2.3576 -6.2868
C -1.6248 -3.0830 -5.4804
C -1.4392 -2.7152 -4.1395
O -1.8938 -1.2708 -2.2512
H -1.3401 -1.9993 -1.8768
H -3.4688 0.0359 -4.0020
H -3.8177 -0.6312 -6.4173
H -2.6482 -2.6475 -7.3347
H -1.0446 -3.9090 -5.9082
H -0.7352 -3.2414 -3.4815
C -1.9458 -1.3035 2.6587
P -2.2550 0.1254 1.5397
C -3.9629 -0.2513 0.9677
C -2.5648 1.4466 2.8221
C -3.4719 1.1686 3.8572
C -3.6753 2.0852 4.8901
C -3.0012 3.3069 4.8941
C -2.1180 3.6098 3.8539
C -1.9033 2.6976 2.8193
H -2.7619 -1.4336 3.3827
H -1.8351 -2.2198 2.0652
H -1.0177 -1.1279 3.2159
H -4.0309 -1.2770 0.5756
H -4.6738 -0.1261 1.7949
H -4.2246 0.4507 0.1626
H -4.0174 0.2197 3.8789
H -4.3641 1.8415 5.6992
H -3.1622 4.0280 5.6935
H -1.5830 4.5592 3.8396
H -1.2105 2.9515 2.0089
```

Results
- spin multiplicity = 7
- highest occupied orbital energy (spin up / spin down) (Ha) = -0.61460 / -0.61461
- ΔE to the lowest compared entry with this formula, charge and spin (kcal per mole) = 0.0
- Kohn-Sham gap (spin up / spin down) (eV) = 7.0 / 7.4
- F_max (eV Å⁻¹) = 2.301
- E_tot (eV) = -88316.5244
- total charge = +3

=====

[3]
The following is a quantum chemistry calculation of a single C25H49BClNO7S molecule, from the Open Molecules 2025 dataset.

XYZ file:
```
85
C25H49BClNO7S ωB97M-V/def2-TZVPD
C -7.2295 -2.1552 1.6294
C -7.3937 -2.9697 2.9193
C -6.1403 -2.9498 3.7902
C -4.8847 -3.4291 3.0514
C -3.8488 -4.0154 4.0128
C -2.4362 -4.0998 3.4361
C -2.3674 -4.8487 2.1030
C -0.9254 -5.0735 1.6065
C -0.4785 -4.1110 0.4919
C 0.2926 -2.8734 0.9979
C 1.5197 -2.5539 0.1434
C 1.1801 -2.2569 -1.3316
C 1.5356 -0.8225 -1.7628
C 2.9424 -0.7657 -2.3584
C 3.6018 0.6092 -2.6135
C 3.1806 1.7549 -1.6713
C 4.4431 2.4542 -1.1321
Cl 5.2242 1.3954 0.0751
O 5.4502 2.6750 -2.1172
S 5.2764 4.0041 -3.0519
O 6.2123 3.7959 -4.1157
O 3.8173 3.6595 -3.6814
C 2.7273 4.0207 -2.7939
C 1.8751 4.9403 -3.6687
O 0.5906 5.2273 -3.1197
N -0.4113 4.9044 -4.1031
O -1.2064 5.7388 -4.1781
C 2.0797 2.7485 -2.2160
C 1.0974 3.0770 -1.0514
C 1.6135 3.9448 0.1117
C 2.0167 3.1935 1.3970
C 2.2021 4.2432 2.5188
C 0.9685 2.1573 1.8130
B 1.1752 2.0890 -3.3772
O -0.0764 1.6179 -3.0583
O 1.6354 1.9962 -4.6789
H -6.5584 -1.3077 1.7887
H -6.8049 -2.7628 0.8300
H -8.1817 -1.7557 1.2806
H -8.2483 -2.5958 3.4862
H -7.6050 -4.0101 2.6547
H -6.2967 -3.5823 4.6691
H -5.9648 -1.9318 4.1523
H -5.1556 -4.1786 2.3029
H -4.4161 -2.5811 2.5423
H -4.1815 -4.9910 4.3819
H -3.8155 -3.3646 4.8944
H -2.0709 -3.0775 3.2866
H -1.7888 -4.6080 4.1546
H -2.8548 -5.8185 2.2509
H -2.9497 -4.3172 1.3473
H -0.8389 -6.1047 1.2595
H -0.2581 -4.9848 2.4687
H 0.1344 -4.6602 -0.2269
H -1.3760 -3.7890 -0.0409
H -0.3703 -2.0027 1.0114
H 0.6288 -3.0719 2.0180
H 2.0785 -1.7224 0.5831
H 2.1786 -3.4267 0.1965
H 1.6316 -2.9868 -2.0061
H 0.0984 -2.3634 -1.4545
H 0.8113 -0.5165 -2.5172
H 1.4276 -0.1842 -0.8826
H 3.6108 -1.3406 -1.7087
H 2.9123 -1.3169 -3.3017
H 3.5452 0.9109 -3.6586
H 4.6673 0.4412 -2.4516
H 2.7599 1.3036 -0.7734
H 4.2278 3.3936 -0.6221
H 3.1640 4.6321 -1.9987
H 1.7953 4.5306 -4.6764
H 2.3951 5.8956 -3.7736
H 0.7608 2.1124 -0.6718
H 0.2037 3.5415 -1.4567
H 0.8095 4.6283 0.4013
H 2.4489 4.5874 -0.1761
H 2.9904 2.7159 1.2652
H 1.3643 4.2121 3.2180
H 3.1041 4.0565 3.1034
H 2.2606 5.2585 2.1231
H -0.0408 2.4785 1.5507
H 1.1564 1.1852 1.3490
H 1.0276 1.9757 2.8871
H -0.7301 1.7771 -3.7455
H 1.0546 2.3947 -5.3305
```

Results
- highest occupied orbital energy (Ha) = -0.37682
- Kohn-Sham gap (eV) = 9.6
- F_max (eV Å⁻¹) = 0.899
- E_tot (eV) = -66575.5165
- total charge = 0

=====

[4]
The following is a quantum chemistry calculation of a single C25H50BCl2O8PS molecule at a distorted geometry, from the Open Molecules 2025 dataset.

XYZ file:
```
88
C25H50BCl2O8PS ωB97M-V/def2-TZVPD
C -5.6111 2.2412 -0.2752
C -4.2621 1.7876 -0.8309
C -4.1655 0.2744 -1.0350
C -2.8091 -0.1299 -1.6278
O -1.9853 -0.5844 -0.5764
C -0.5609 -0.6195 -0.7828
C -0.2582 -1.4611 -2.0328
Cl -0.3028 -0.6317 -3.6302
C -1.1030 -2.7555 -2.0355
C -1.7084 -3.2082 -3.3660
C -0.1352 0.8834 -0.6630
C 0.3208 1.7579 -1.8101
O 1.5521 1.4332 -2.4167
C 1.7338 2.0730 -3.6591
O 0.5820 1.0186 0.5634
C 1.2504 -0.2493 0.8300
B 1.7407 -0.1961 2.3533
O 2.4639 -1.2177 2.9259
O 1.3860 0.9004 3.0832
C 1.4724 0.8293 4.5038
C 0.6207 1.9361 5.1224
P 2.8823 -0.1164 -0.0625
C 3.7277 1.4375 0.3748
C 3.1915 2.7858 -0.1312
C 3.3423 -0.9000 -1.6271
C 4.5147 -0.1142 -2.2612
C 0.1620 -1.2726 0.4954
C -0.9517 -1.3495 1.5871
C -1.3959 -0.1753 2.4631
C -1.8606 1.1366 1.8631
S -2.9834 2.0242 2.9262
O -2.7931 3.4291 2.7294
O -4.2904 1.4805 2.7470
O -2.5183 1.6749 4.4070
C 0.6547 -2.7806 0.5133
C 1.7964 -3.6189 -0.1290
C 1.9010 -3.9459 -1.6146
Cl 3.4369 -3.2807 0.5189
H -5.5743 2.2854 0.8108
H -5.8362 3.2473 -0.6223
H -6.4118 1.5763 -0.5857
H -3.4347 2.1289 -0.2083
H -4.1088 2.2394 -1.8137
H -4.9461 -0.0341 -1.7252
H -4.2510 -0.2310 -0.0736
H -2.9701 -0.9268 -2.3560
H -2.4046 0.7158 -2.1855
H 0.7860 -1.7389 -1.9559
H -0.4967 -3.5757 -1.6935
H -1.9291 -2.6514 -1.3375
H -0.9520 -3.4468 -4.1070
H -2.4409 -2.5085 -3.7512
H -2.2489 -4.1347 -3.1630
H -1.0645 1.4038 -0.4151
H 0.3874 2.7730 -1.3972
H -0.4615 1.7947 -2.5694
H 1.4137 1.4210 -4.4733
H 2.7855 2.3181 -3.7874
H 1.1692 3.0059 -3.7173
H 3.4026 -1.0502 2.9785
H 1.1198 -0.1343 4.8679
H 2.5046 0.9059 4.8436
H -0.2926 1.5150 5.5360
H 0.3904 2.6926 4.3780
H 1.1453 2.4176 5.9438
H 3.8023 1.5153 1.4595
H 4.7564 1.3475 0.0332
H 2.1594 2.9405 0.1596
H 3.7810 3.5809 0.3327
H 3.3088 2.8843 -1.2054
H 2.5713 -0.8984 -2.3988
H 3.6913 -1.9238 -1.5274
H 5.4407 -0.2587 -1.7151
H 4.6251 -0.4378 -3.2936
H 4.2570 0.9413 -2.3045
H -1.8047 -1.8683 1.1598
H -0.6290 -2.0673 2.3445
H -0.6511 0.0410 3.2261
H -2.2283 -0.5747 3.0499
H -1.0505 1.8413 1.6882
H -2.4568 1.0620 0.9618
H -2.1519 2.4948 4.7640
H 0.9547 -2.8847 1.5572
H -0.2314 -3.4070 0.4465
H 1.6211 -4.5924 0.3264
H 2.1147 -3.1014 -2.2604
H 1.0470 -4.5236 -1.9486
H 2.7551 -4.6153 -1.7164
```

Results
- highest occupied orbital energy (Ha) = -0.23808
- ΔE to the lowest compared entry with this formula, charge and spin (kcal per mole) = 0.0
- Kohn-Sham gap (eV) = 6.9
- F_max (eV Å⁻¹) = 2.548
- E_tot (eV) = -88959.4935
- total charge = 0

=====

[5]
The following is a quantum chemistry calculation of 4 unconnected molecules or ions with the total composition C25H50F2I2O5, from the Open Molecules 2025 dataset.

XYZ file:
```
84
C25H50F2I2O5 ωB97M-V/def2-TZVPD
C 5.7489 2.2171 -2.0484
C 5.0127 1.7493 -0.8035
C 4.7279 0.2433 -0.6336
I 6.5351 -0.6964 0.0792
C 3.8939 -0.5297 -1.7216
C 2.6830 0.4135 -1.9989
C 1.3532 -0.1412 -2.5694
C 0.1389 0.3439 -1.7563
I 1.0724 0.4244 -4.6341
C 3.3721 -1.8383 -1.0854
C 3.3188 -2.8354 -2.2098
O 2.9910 -3.9871 -2.1906
O 3.6720 -2.1922 -3.3637
C 4.5674 -1.1283 -2.9994
F 5.7340 -1.7546 -2.6112
C 4.8886 -0.3329 -4.2402
C 5.3907 -1.2127 -5.3913
C 4.3262 -1.8430 -6.2834
F 6.1943 -0.3591 -6.1893
H 6.6765 1.6555 -2.1844
H 5.1501 2.1418 -2.9548
H 6.0228 3.2703 -1.9371
H 4.0702 2.2974 -0.6833
H 5.6246 2.0366 0.0567
H 4.0779 0.1654 0.2421
H 2.4259 0.7779 -0.9973
H 2.9973 1.2712 -2.5955
H 1.3477 -1.2268 -2.5880
H 0.3864 1.1909 -1.1174
H -0.6846 0.6708 -2.3930
H -0.2496 -0.4739 -1.1407
H 2.3387 -1.7114 -0.7433
H 3.9329 -2.1954 -0.2224
H 4.0442 0.2775 -4.5576
H 5.7146 0.3317 -3.9954
H 6.0779 -1.9663 -5.0016
H 3.3182 -1.6170 -5.9439
H 4.4685 -1.4730 -7.3005
H 4.4312 -2.9302 -6.3107
C -4.0112 3.2897 -0.8621
C -3.1537 2.1716 -0.2955
O -1.7695 2.4742 -0.2346
C -1.4234 3.5703 0.5924
C -1.8076 3.3848 2.0515
H -3.6193 3.6199 -1.8252
H -5.0323 2.9349 -1.0020
H -4.0514 4.1541 -0.1976
H -3.2247 1.2949 -0.9405
H -3.5240 1.8699 0.6906
H -1.8517 4.4998 0.2005
H -0.3397 3.6581 0.5032
H -2.8891 3.3937 2.1950
H -1.3876 4.1925 2.6517
H -1.4245 2.4352 2.4282
C -6.0961 2.7895 4.2572
C -6.7128 1.7171 3.3745
O -5.7644 0.9431 2.6639
C -4.8542 0.2014 3.4588
C -5.5132 -0.8361 4.3501
H -5.4009 3.4023 3.6812
H -6.8781 3.4354 4.6576
H -5.5542 2.3645 5.1031
H -7.3272 2.1819 2.6032
H -7.3736 1.0719 3.9645
H -4.2233 0.8738 4.0518
H -4.1987 -0.2968 2.7443
H -6.0991 -0.3800 5.1498
H -4.7478 -1.4608 4.8111
H -6.1776 -1.4720 3.7635
C -2.5537 -3.3120 1.1996
C -1.8143 -2.3057 2.0654
O -1.9519 -2.5280 3.4568
C -1.4507 -3.7657 3.9314
C 0.0400 -3.9550 3.7073
H -3.5952 -3.3900 1.5146
H -2.5289 -2.9934 0.1570
H -2.1077 -4.3061 1.2507
H -2.2272 -1.3096 1.9005
H -0.7561 -2.2614 1.7812
H -2.0105 -4.6007 3.4950
H -1.6669 -3.7615 4.9997
H 0.2863 -4.0687 2.6506
H 0.3804 -4.8538 4.2218
H 0.5945 -3.1002 4.0968
```

Results
- highest occupied orbital energy (Ha) = -0.34784
- Kohn-Sham gap (eV) = 9.7
- F_max (eV Å⁻¹) = 0.834
- E_tot (eV) = -58609.0299
- total charge = 0

=====

- Which value of F_max does entry 4 give?
  2.548 eV Å⁻¹